# 1
A structure of composition C9H23GdN5O6 at a distorted geometry. Source: OMol25; level of theory: the ωB97M-V functional and the def2-TZVPD basis.

Each line ends with the Löwdin spin population.
Geometry (Å):
1 O 0.000 0.347 -5.175  0.000
2 H -0.569 -0.059 -5.850  0.000
3 Gd 0.043 0.002 -0.137  6.796
4 N 0.346 1.747 1.278  0.029
5 N 1.602 1.088 -1.172  0.094
6 N -1.124 -1.149 1.384  -0.012
7 N -0.220 -1.840 -1.150  -0.006
8 O -0.369 1.862 2.380  0.016
9 O -1.501 -0.698 2.710  -0.002
10 O 0.406 -2.021 -2.442  -0.002
11 O 2.162 0.346 -2.089  0.048
12 C 2.005 2.120 -0.464  0.006
13 C 1.353 2.480 0.823  0.008
14 C -1.301 -2.400 0.949  0.006
15 C -0.749 -2.778 -0.377  0.006
16 C 1.715 3.612 1.674  0.003
17 H 1.958 3.219 2.662  0.000
18 H 0.832 4.249 1.754  0.000
19 H 2.545 4.153 1.255  0.000
20 C 3.109 2.815 -1.127  0.005
21 H 2.785 3.027 -2.149  0.000
22 H 3.953 2.126 -1.169  0.000
23 H 3.348 3.714 -0.598  0.001
24 C -2.012 -3.370 1.783  0.001
25 C -0.829 -4.129 -0.926  0.002
26 H -2.653 -2.852 2.496  0.000
27 H -1.276 -3.973 2.315  0.000
28 H -2.605 -3.991 1.121  0.000
29 H -0.054 -4.280 -1.678  0.000
30 H -1.811 -4.239 -1.382  0.000
31 H -0.706 -4.813 -0.100  0.000
32 H -1.171 0.266 2.733  0.000
33 H 0.649 -1.098 -2.749  0.000
34 C -0.907 0.789 -4.140  0.000
35 H -0.361 1.484 -3.464  0.000
36 H -1.297 -0.086 -3.565  0.000
37 H -1.760 1.331 -4.608  0.000
38 O -2.047 1.105 -0.237  -0.005
39 H -2.145 0.250 0.285  -0.001
40 H -1.445 1.696 0.306  -0.001
41 N 2.004 -1.081 0.898  0.005
42 H 2.621 -0.338 1.234  0.001
43 H 1.687 -1.700 1.650  0.000
44 H 2.413 -1.595 0.108  0.000

Results
Spin multiplicity: 8
Total charge: +1
Gap between HOMO and LUMO (alpha / beta) in eV: 5.7 / 5.6
E_tot in Eh: -1847.07747
⟨S²⟩: 16.04
HOMO (alpha / beta) in eV: -10.9 / -10.8

---

# 2
A structure of composition C9H23InO9P. Source: OMol25; level of theory: the ωB97M-V functional and the def2-TZVPD basis.

Each line ends with the Mulliken charge.
Geometry (Å):
1 C -1.765 3.099 -0.779  -0.983
2 In -3.062 4.846 -1.169  0.722
3 P -5.356 4.124 -0.235  0.422
4 O -6.323 5.137 0.257  -0.655
5 O -5.178 2.969 0.943  -0.405
6 O -6.084 3.199 -1.409  -0.550
7 H -2.128 2.229 -1.340  0.205
8 H -1.755 2.840 0.283  0.074
9 H -0.740 3.303 -1.101  0.278
10 H -3.287 5.057 -2.904  -0.343
11 H -2.493 6.304 -0.389  -0.348
12 H -5.053 2.105 0.531  0.285
13 H -5.418 2.741 -1.934  0.315
14 C 0.850 -1.444 1.419  -1.007
15 C 1.164 -0.522 2.576  -0.278
16 O 0.263 0.595 2.619  -0.344
17 C -0.935 0.348 3.150  0.778
18 O -1.276 -0.690 3.667  -0.584
19 O -1.668 1.446 3.051  -0.301
20 C -2.985 1.350 3.607  -0.662
21 H 0.847 -0.888 0.482  0.289
22 H 1.607 -2.227 1.349  0.323
23 H -0.124 -1.913 1.554  0.342
24 H 2.146 -0.066 2.460  0.283
25 H 1.128 -1.049 3.530  0.325
26 H -2.933 1.041 4.649  0.330
27 H -3.583 0.636 3.043  0.275
28 H -3.415 2.342 3.513  0.216
29 C 5.542 -1.584 -2.679  -1.083
30 C 5.299 -2.308 -1.374  -0.226
31 O 3.897 -2.561 -1.164  -0.297
32 C 3.397 -3.601 -1.828  0.735
33 O 4.016 -4.365 -2.526  -0.583
34 O 2.093 -3.667 -1.572  -0.263
35 C 1.402 -4.728 -2.237  -0.665
36 H 4.959 -0.664 -2.718  0.292
37 H 6.599 -1.328 -2.763  0.356
38 H 5.271 -2.213 -3.526  0.312
39 H 5.586 -1.696 -0.522  0.295
40 H 5.840 -3.253 -1.333  0.315
41 H 1.885 -5.683 -2.041  0.307
42 H 1.377 -4.548 -3.311  0.295
43 H 0.396 -4.715 -1.830  0.209

Results
Total charge: -1
Gap between HOMO and LUMO in eV: 6.9
E_tot in Eh: -1565.48283
HOMO in eV: -4.9

---

# 3
A structure of composition C9H23N3OP2Yb at a distorted geometry. Source: OMol25; level of theory: the ωB97M-V functional and the def2-TZVPD basis.

Each line ends with the natural charge from an NBO analysis.
Geometry (Å):
1 Yb -1.030 0.080 0.651  1.767
2 P -2.635 -0.993 -1.207  0.253
3 P -1.513 2.757 0.973  0.189
4 N 0.160 -1.927 0.387  -0.591
5 N 0.931 0.533 1.723  -0.536
6 H 2.043 -2.708 1.218  0.251
7 H 2.495 -0.702 2.614  0.252
8 H 0.807 -2.284 2.384  0.223
9 C 1.249 -1.968 1.423  -0.238
10 H 2.687 -0.469 0.892  0.262
11 C 1.914 -0.593 1.678  -0.259
12 H 0.316 -3.514 -1.015  0.212
13 H 1.814 2.200 2.635  0.226
14 C -0.182 -2.588 -0.636  0.270
15 C 0.974 1.784 2.059  0.105
16 H -1.954 -3.227 -1.724  0.286
17 C -1.384 -2.286 -1.608  -0.761
18 H -0.936 -2.089 -2.600  0.304
19 H -1.478 3.346 -0.332  0.148
20 H -2.733 3.088 1.674  0.111
21 H -2.942 -0.414 -2.485  0.109
22 H -3.869 -1.766 -1.089  0.056
23 O -0.295 0.685 -1.312  -0.944
24 C 1.021 0.651 -1.713  0.123
25 C 1.143 0.129 -3.139  -0.622
26 C 1.604 2.045 -1.524  -0.615
27 H 1.559 -0.062 -1.053  0.109
28 H 0.877 -0.933 -3.177  0.188
29 H 0.489 0.699 -3.815  0.227
30 H 2.173 0.224 -3.498  0.231
31 H 1.481 2.366 -0.487  0.170
32 H 2.665 2.073 -1.778  0.230
33 H 1.063 2.743 -2.175  0.226
34 C 0.000 2.834 1.837  -0.360
35 H 0.270 3.744 2.372  0.257
36 N -2.086 -0.753 2.692  -1.114
37 H -2.958 -0.332 2.979  0.422
38 H -1.466 -0.624 3.488  0.414
39 H -2.276 -1.751 2.690  0.420

Results
Spin multiplicity: 3
Total charge: +2
Gap between HOMO and LUMO (alpha / beta) in eV: 8.9 / 5.7
E_tot in Eh: -2437.00978
⟨S²⟩: 2.02
HOMO (alpha / beta) in eV: -15.1 / -15.1

---

# 4
A cluster of 4 separate species, C9H24BrN3O3 in total at a distorted geometry. Source: OMol25; level of theory: the ωB97M-V functional and the def2-TZVPD basis.

Each line ends with the natural charge from an NBO analysis.
Geometry (Å):
1 Br 0.381 0.424 0.285  -0.894
2 C 0.394 -1.221 3.914  -0.734
3 C 0.050 0.132 4.537  0.700
4 O -0.261 0.300 5.666  -0.431
5 N 0.011 1.306 3.617  -0.611
6 H 0.666 1.988 3.971  0.452
7 H 0.307 0.995 2.703  0.464
8 C -1.462 1.930 3.544  -0.402
9 H -0.399 -1.521 3.228  0.265
10 H 0.726 -1.934 4.668  0.287
11 H 1.143 -1.080 3.134  0.244
12 H -2.250 1.207 3.760  0.249
13 H -1.527 2.436 2.581  0.234
14 H -1.504 2.728 4.285  0.252
15 C 2.182 -2.314 -3.390  -0.751
16 C 2.959 -2.038 -2.150  0.714
17 O 3.702 -2.852 -1.659  -0.414
18 N 2.859 -0.521 -1.585  -0.620
19 H 2.704 -0.089 -2.484  0.419
20 H 2.056 -0.418 -0.980  0.465
21 C 4.142 -0.008 -0.856  -0.407
22 H 2.432 -1.513 -4.086  0.240
23 H 1.094 -2.365 -3.348  0.271
24 H 2.542 -3.221 -3.875  0.295
25 H 4.974 -0.377 -1.457  0.239
26 H 4.078 -0.537 0.094  0.241
27 H 4.253 1.076 -0.828  0.251
28 C -3.103 -0.628 -0.317  -0.761
29 C -2.926 -0.188 -1.738  0.702
30 O -3.371 -0.792 -2.689  -0.425
31 N -2.219 1.100 -1.921  -0.593
32 H -2.339 1.669 -1.096  0.445
33 H -1.210 1.064 -1.908  0.473
34 C -2.827 1.812 -3.171  -0.441
35 H -3.780 -1.483 -0.314  0.283
36 H -3.428 0.082 0.444  0.250
37 H -2.174 -1.093 0.013  0.282
38 H -2.368 2.782 -3.362  0.250
39 H -3.912 1.763 -3.077  0.253
40 H -2.597 1.399 -4.154  0.264

Results
Total charge: +2
Gap between HOMO and LUMO in eV: 9.9
E_tot in Eh: -3320.73010
HOMO in eV: -15.5

---

# 5
A cluster of 3 separate species, C9H24Cl2N2O2 in total at a distorted geometry. Source: OMol25; level of theory: the ωB97M-V functional and the def2-TZVPD basis.

Each line ends with the natural charge from an NBO analysis.
Geometry (Å):
1 C -10.617 -21.968 -13.256  -0.608
2 C -11.997 -22.706 -13.211  -0.052
3 C -12.695 -23.101 -11.857  -0.057
4 O -11.856 -23.994 -11.158  -0.541
5 C -12.503 -24.666 -10.130  -0.248
6 N -12.865 -21.862 -13.914  -0.821
7 H -9.912 -22.600 -12.717  0.224
8 H -10.663 -20.949 -12.874  0.209
9 H -10.437 -21.836 -14.323  0.196
10 H -11.784 -23.607 -13.786  0.157
11 H -13.728 -23.422 -11.986  0.163
12 H -12.916 -22.258 -11.202  0.167
13 H -13.385 -25.184 -10.506  0.154
14 H -12.801 -23.922 -9.391  0.167
15 H -11.940 -25.388 -9.539  0.193
16 H -13.609 -22.455 -14.253  0.346
17 H -12.432 -21.620 -14.794  0.350
18 C -15.552 -16.919 -10.222  -0.620
19 C -15.362 -18.425 -10.153  -0.084
20 C -13.934 -18.849 -10.144  -0.078
21 O -12.921 -18.230 -10.970  -0.545
22 C -12.618 -18.848 -12.221  -0.250
23 N -16.184 -18.894 -8.958  -0.851
24 H -14.613 -16.396 -10.041  0.210
25 H -16.235 -16.529 -9.467  0.222
26 H -15.805 -16.634 -11.243  0.211
27 H -15.742 -18.843 -11.085  0.180
28 H -13.808 -19.932 -10.134  0.169
29 H -13.640 -18.621 -9.120  0.170
30 H -13.360 -18.655 -12.997  0.167
31 H -12.471 -19.926 -12.153  0.177
32 H -11.648 -18.443 -12.509  0.184
33 H -16.225 -19.899 -9.055  0.345
34 H -15.853 -18.762 -8.013  0.358
35 C -16.262 -22.803 -8.670  -0.374
36 Cl -17.185 -21.596 -9.588  0.009
37 Cl -14.493 -22.424 -8.337  -0.048
38 H -16.808 -23.027 -7.753  0.227
39 H -16.267 -23.709 -9.276  0.221

Results
Gap between HOMO and LUMO in eV: 9.4
Structure (SMILES): COC[C@H](C)N.COC[C@H](C)N.ClCCl
E_tot in Eh: -1537.56550
HOMO in eV: -9.0